# 1
Computed, not measured: a structure of composition C43H53N10P2Re, with ωB97M-V/def2-TZVPD.

ORCA input file:
```
! RIJCOSX wB97M-V def2-TZVPD def2/J DEFGRID3
* xyz 3 2
Re -0.98781 -0.12795 0.12269
C -2.46150 3.60837 2.01100
C -3.77833 3.79686 1.61002
C -4.33267 2.84590 0.78966
C -3.60147 1.72105 0.39956
N -2.32945 1.50116 0.82516
C -1.80383 2.47911 1.60035
N -4.28022 0.89992 -0.46757
C -3.88785 -0.23722 -0.84698
N -2.69094 -0.92626 -0.46849
C -2.92237 -2.27809 -0.81973
N -2.36066 -3.29145 -0.31667
C -1.61811 -3.21938 0.83801
C -1.50891 -4.46538 1.46498
C -0.89671 -4.59719 2.68289
C -0.40280 -3.43741 3.26396
C -0.51025 -2.25335 2.58599
N -1.07246 -2.07516 1.35755
C -4.01503 -2.33024 -1.79054
C -4.53071 -3.39280 -2.51217
C -5.68283 -3.14554 -3.24686
C -6.30993 -1.89512 -3.22367
C -5.80271 -0.84647 -2.46787
C -4.63333 -1.09230 -1.76798
H -1.94595 4.32369 2.63628
H -4.34368 4.66610 1.91708
H -5.34038 2.92660 0.41103
H -0.78669 2.34778 1.89818
H -1.95361 -5.30225 0.94812
H -0.82480 -5.55788 3.17335
H 0.06075 -3.43662 4.24019
H -0.12333 -1.39486 3.07514
H -4.06233 -4.36648 -2.50347
H -6.11700 -3.94025 -3.83762
H -7.21603 -1.75043 -3.79533
H -6.29751 0.11309 -2.42400
C 0.65721 -3.24767 -1.17123
P 0.99716 -1.52200 -0.70318
C 2.01200 -1.71037 0.81068
N 2.77116 -2.78217 0.81806
C 3.46970 -3.05626 1.94379
C 4.31256 -4.19406 1.98429
C 4.98298 -4.47676 3.13542
C 4.84058 -3.65687 4.29079
C 4.03348 -2.56000 4.27878
C 3.33535 -2.23396 3.08950
N 2.53486 -1.14354 3.06339
C 1.90762 -0.86915 1.94352
P 0.79463 0.59155 1.94703
C -0.12285 0.64834 3.54397
C 1.99516 2.05072 2.29701
C 2.63096 1.84490 3.68430
C 1.28559 3.41320 2.38430
C 3.11593 2.03821 1.25518
C 2.15662 -1.00437 -2.07921
C 1.38761 -1.24569 -3.37969
C 3.44303 -1.84230 -2.08215
C 2.57603 0.45419 -1.94338
H 1.45775 -3.58242 -1.82290
H -0.28713 -3.35670 -1.69634
H 0.66560 -3.87399 -0.28405
H 4.40451 -4.80796 1.09982
H 5.63565 -5.33768 3.18207
H 5.38575 -3.91525 5.18789
H 3.91653 -1.92585 5.14647
H -0.21104 1.69159 3.83719
H 0.45807 0.14116 4.31666
H -1.12659 0.23562 3.48801
H 1.92628 2.03041 4.49154
H 3.41861 2.59673 3.76826
H 3.08236 0.86833 3.81990
H 0.62179 3.45699 3.24806
H 0.72124 3.71666 1.50831
H 2.05757 4.16366 2.56321
H 3.76653 1.17352 1.39242
H 3.72875 2.93110 1.38932
H 2.76995 2.03260 0.22515
H 1.20867 -2.30392 -3.56183
H 1.97509 -0.87016 -4.21937
H 0.43205 -0.73338 -3.38047
H 3.28472 -2.90446 -2.24845
H 4.02302 -1.72061 -1.16937
H 4.05106 -1.47909 -2.91282
H 1.73036 1.13653 -1.99683
H 3.25570 0.70025 -2.76078
H 3.12471 0.61777 -1.01601
C 0.32434 5.16827 -1.68619
C 1.23237 4.14821 -1.04288
N 0.41910 2.96161 -0.75709
C -0.35202 2.40405 -1.70801
N -0.81282 1.13451 -1.52879
C -1.58059 0.59105 -2.69774
C -1.16932 1.17043 -4.03290
C -1.36016 2.65431 -3.95334
N -0.64243 3.15155 -2.77762
C -0.21567 4.55725 -2.95395
H 0.86947 6.07870 -1.93053
H -0.48021 5.43127 -0.99745
H 1.64625 4.51218 -0.10913
H 2.06846 3.89124 -1.70168
H 0.74725 2.31274 -0.05812
H -2.63716 0.81407 -2.55646
H -1.45853 -0.48813 -2.71237
H -1.79356 0.74497 -4.81779
H -0.13120 0.94643 -4.27449
H -2.41513 2.93153 -3.88288
H -0.94051 3.16495 -4.81998
H -1.08281 5.10326 -3.32691
H 0.54135 4.56865 -3.74221
*
```

The HOMO energy (spin up / spin down) comes out at -15.954 / -15.974 eV. Its HOMO-LUMO gap (spin up / spin down) is 0.216 / 0.232 Eh.

***

# 2
Computed, not measured: a cluster of 3 separate species, C28H50F9N5O4PS in total, with ωB97M-V/def2-TZVPD.

ORCA input file:
```
! RIJCOSX wB97M-V def2-TZVPD def2/J DEFGRID3
* xyz 1 3
C -0.41473 -0.97741 8.70836
N 0.69296 -1.06273 7.72144
C 0.68946 -2.35345 7.06787
N 1.95831 -2.51871 6.32794
N 1.86203 -2.15081 5.05147
C 2.93165 -2.25093 4.29227
P 2.78631 -1.77674 2.47948
O 3.67157 -0.40524 2.49570
O 1.25962 -1.25886 2.45078
C 4.13082 -2.75230 4.81759
C 4.20647 -3.11198 6.13781
C 3.05358 -2.96566 6.93636
C 3.13167 -3.34182 8.37928
C 4.30318 -2.64232 9.12510
C 3.76344 -1.66648 10.17003
F 3.03216 -2.34008 11.07461
F 2.97626 -0.76930 9.55395
C 4.93497 -0.92162 10.85008
F 5.89656 -1.80103 11.13695
F 5.42983 -0.06099 9.95800
S 4.50549 0.00525 12.45518
F 4.76190 1.40893 11.78633
F 2.99520 0.07847 12.00704
F 4.25825 -1.39444 13.13805
F 6.02503 -0.04566 12.89377
F 4.12859 0.71199 13.79819
H -0.76014 0.04436 8.76470
H -1.24561 -1.62503 8.42814
H -0.03737 -1.27660 9.67966
H 0.46008 -0.39608 6.99391
H -0.10978 -2.42259 6.33314
H 0.54534 -3.16753 7.76575
H 3.39596 0.17610 3.21723
H 1.07927 -0.55074 3.08416
H 4.99101 -2.84331 4.16933
H 5.11582 -3.49545 6.56723
H 2.21337 -3.18977 8.92734
H 3.35717 -4.40497 8.39136
H 4.88323 -2.04728 8.42637
H 4.94604 -3.38074 9.58148
C 0.17372 -2.31952 -3.11048
C 0.00939 -1.41670 -1.85989
C -1.19513 -1.83781 -1.00718
C -2.55374 -1.38489 -1.53878
C -2.53663 0.11434 -1.83278
C -1.40765 0.50757 -2.78284
N -0.09331 0.01816 -2.25681
O 0.32791 0.78467 -1.30380
C -1.72227 -0.04232 -4.18573
C -1.35509 2.02238 -2.94016
C 1.26375 -1.64004 -1.02446
H -0.18380 -1.86750 -4.02862
H 1.22752 -2.53244 -3.29164
H -0.34223 -3.27224 -2.98551
H -1.07280 -1.41888 -0.00223
H -1.18023 -2.92292 -0.88885
H -2.82910 -1.95641 -2.42836
H -3.32142 -1.59910 -0.79228
H -3.48876 0.42369 -2.26688
H -2.43137 0.66122 -0.88980
H -0.89710 0.14494 -4.87427
H -2.60127 0.46006 -4.58765
H -1.95206 -1.10559 -4.20314
H -1.25308 2.53541 -1.98542
H -2.27628 2.36742 -3.40763
H -0.52189 2.31805 -3.57922
H 2.15381 -1.27297 -1.53751
H 1.39136 -2.71069 -0.85422
H 1.20141 -1.15300 -0.05677
C -3.33532 4.98394 -8.31103
C -2.57214 3.70262 -7.88561
C -1.35665 3.43398 -8.78309
C -1.67725 2.81545 -10.14156
C -2.56078 1.58215 -9.96800
C -3.83304 1.88440 -9.17945
N -3.49439 2.52550 -7.86856
O -3.08159 1.63607 -7.02750
C -4.75631 2.76700 -10.04116
C -4.61239 0.60058 -8.92095
C -2.04891 3.98542 -6.48101
H -4.24220 4.79064 -8.87313
H -3.66081 5.54303 -7.43365
H -2.70578 5.64205 -8.91066
H -0.68047 2.75202 -8.25737
H -0.80568 4.36629 -8.91584
H -2.15136 3.55009 -10.79751
H -0.74646 2.52740 -10.63361
H -2.83560 1.17572 -10.94314
H -1.98795 0.80256 -9.45580
H -5.63780 3.07732 -9.47829
H -5.09667 2.19515 -10.90392
H -4.27051 3.65421 -10.43989
H -4.01267 -0.15197 -8.41276
H -4.93816 0.17866 -9.87074
H -5.49900 0.79835 -8.31677
H -2.86700 4.09106 -5.76743
H -1.49264 4.92289 -6.50138
H -1.37910 3.20602 -6.12074
*
```

The HOMO energy (spin up / spin down) comes out at -9.406 / -10.406 eV. Its HOMO-LUMO gap (spin up / spin down) is 0.176 / 0.213 Eh.

***

The evaluated total energy for the records listed, in turn: -2978.138138, -3309.563466 Eh.
The evaluated energy relative to the best compared isomer or geometry (same formula, charge and spin) for the records listed, in turn: 111.3, 40.9 kJ/mol.